1.
Here is 6 unconnected molecules or ions with the total composition C16H32Cl2O15 in a non-equilibrium geometry from the OMol25 dataset. Energies are from ωB97M-V/def2-TZVPD.

Each line ends with the Mulliken charge.
Element x y z (Å)
Cl  6.317  -19.028  -1.214  -0.15
Cl  4.267  -17.384  -2.589  -0.16
O  6.694  -15.790  3.745  -0.60
O  8.026  -17.593  4.033  -0.31
O  1.917  -24.394  -0.634  -0.58
O  6.737  -23.855  -8.222  -0.28
O  8.807  -16.039  2.820  -0.30
O  1.110  -8.281  -3.336  -0.55
O  6.792  -22.263  -9.878  -0.54
O  -2.861  -15.961  -1.938  -0.30
O  -1.417  -17.534  -1.178  -0.56
O  2.093  -6.535  -4.514  -0.29
O  3.355  -8.083  -3.565  -0.29
O  -3.729  -17.956  -1.461  -0.28
O  0.501  -26.224  -0.800  -0.29
O  7.136  -24.520  -10.243  -0.30
O  0.144  -24.835  0.821  -0.28
C  0.941  -5.787  -4.785  -0.62
C  6.838  -23.407  -9.462  0.73
C  -3.835  -19.211  -0.847  -0.60
C  4.624  -18.484  -1.203  -0.19
C  7.369  -24.352  -11.633  -0.63
C  7.027  -18.327  4.754  -0.64
C  8.808  -14.804  2.169  -0.63
C  -1.880  -14.985  -1.820  -0.60
C  3.596  -9.409  -3.006  -0.65
C  7.794  -16.385  3.585  0.83
C  0.913  -25.049  -0.263  0.76
C  1.345  -26.888  -1.781  -0.67
C  -2.554  -17.248  -1.534  0.75
C  0.342  -23.647  1.586  -0.67
C  2.080  -7.682  -3.767  0.74
C  6.589  -23.016  -7.150  -0.62
H  1.111  -23.690  2.357  0.29
H  6.058  -18.308  4.255  0.31
H  6.535  -23.421  -6.140  0.25
H  2.388  -27.017  -1.493  0.30
H  5.620  -22.535  -7.281  0.29
H  -1.376  -14.990  -0.853  0.28
H  3.443  -10.156  -3.785  0.30
H  -0.541  -23.512  2.211  0.27
H  4.021  -19.334  -1.521  0.21
H  6.860  -17.949  5.763  0.29
H  2.935  -9.748  -2.208  0.30
H  0.218  -6.303  -5.417  0.28
H  1.335  -26.403  -2.757  0.29
H  8.276  -23.769  -11.793  0.28
H  4.628  -9.518  -2.673  0.25
H  4.379  -18.121  -0.205  0.29
H  7.376  -22.265  -7.078  0.29
H  6.530  -23.958  -12.207  0.30
H  7.418  -25.370  -12.022  0.24
H  1.430  -4.987  -5.341  0.22
H  1.101  -27.937  -1.946  0.28
H  9.069  -14.042  2.902  0.29
H  0.533  -22.719  1.047  0.30
H  -3.062  -19.303  -0.085  0.33
H  7.320  -19.376  4.746  0.25
H  -1.139  -15.326  -2.543  0.28
H  9.614  -14.873  1.437  0.22
H  0.575  -5.406  -3.832  0.31
H  -3.711  -19.947  -1.642  0.26
H  7.878  -14.668  1.618  0.31
H  -4.844  -19.242  -0.436  0.21
H  -2.217  -14.008  -2.166  0.23

Properties
- Total charge: 0
- E_HOMO: -10.60 eV
- E_tot: -72865.4055 eV
- HOMO-LUMO gap: 10.98 eV
- F_max: 4.6 eV Å⁻¹
- Relative energy (zero: lowest compared OMol25 entry of this formula, charge and spin): 68.6 kcal per mole

2.
Here is C10H25BN2 in the gas phase in a non-equilibrium geometry from the OMol25 dataset. Energies are from ωB97M-V/def2-TZVPD.

Each line ends with the Mulliken charge.
Element x y z (Å)
N  -0.184  0.054  -0.053  0.63
N  1.952  -1.384  -0.061  0.01
C  -1.160  -1.828  -1.251  -2.31
C  3.287  -1.681  -0.585  -1.01
C  -0.863  0.855  2.083  -1.64
C  -1.593  0.496  -2.244  -1.72
C  1.469  1.504  1.043  -1.84
C  -2.661  -0.076  -0.235  -1.68
C  -0.128  1.274  0.836  1.37
C  1.536  -1.782  1.333  -0.77
C  -0.632  2.604  0.169  -1.82
C  -1.310  -0.302  -0.968  1.23
B  1.153  -0.347  -0.602  0.63
H  3.466  -2.742  -0.238  0.36
H  -0.312  -2.111  -1.714  0.58
H  -3.628  -0.487  -0.818  0.31
H  -1.939  1.145  2.131  0.34
H  1.707  0.195  -1.579  -0.26
H  1.453  2.230  1.827  0.59
H  3.116  -1.583  -1.591  0.33
H  -0.490  1.476  3.000  0.29
H  -1.836  -2.114  -1.945  0.63
H  2.544  -1.669  1.920  0.36
H  2.119  1.882  0.201  0.23
H  1.847  0.654  1.562  0.58
H  -1.637  2.425  0.047  0.43
H  -0.078  2.674  -0.710  0.44
H  -2.027  1.419  -2.055  0.45
H  -0.641  3.419  0.975  0.37
H  -1.200  -2.470  -0.424  0.41
H  -0.790  -0.114  2.282  0.43
H  4.111  -0.906  -0.188  0.20
H  -2.694  -0.697  0.703  0.31
H  -2.975  0.923  -0.040  0.37
H  1.203  -2.852  1.261  0.28
H  0.648  -1.098  1.626  0.13
H  -2.223  0.123  -2.968  0.51
H  -0.611  0.890  -2.731  0.21

Properties
- Total charge: 0
- E_HOMO: -8.04 eV
- E_tot: -14429.7493 eV
- HOMO-LUMO gap: 8.80 eV
- F_max: 6.8 eV Å⁻¹
- Relative energy (zero: lowest compared OMol25 entry of this formula, charge and spin): 2.3 kcal per mole

3.
Here is C4H6FN3 in the gas phase in a non-equilibrium geometry from the OMol25 dataset. Energies are from ωB97M-V/def2-TZVPD.

Each line ends with the Mulliken charge.
Element x y z (Å)
F  1.065  -0.590  1.283  -0.30
N  -1.172  -1.249  -0.414  -0.63
N  0.857  1.761  -0.385  -0.68
N  -1.118  0.838  0.699  -0.36
C  1.328  -1.073  0.016  -0.45
C  -1.751  -0.357  0.408  -0.13
C  0.052  -0.640  -0.796  0.21
C  -0.007  0.843  -0.225  0.42
H  0.920  2.636  0.213  0.25
H  2.192  -0.324  -0.338  0.28
H  0.308  -0.766  -1.871  0.37
H  -1.659  1.861  0.649  0.34
H  -2.738  -0.718  0.641  0.41
H  1.724  -2.223  0.120  0.28

Properties
- Total charge: 0
- E_HOMO: -9.34 eV
- E_tot: -11430.6793 eV
- HOMO-LUMO gap: 10.07 eV
- F_max: 4.3 eV Å⁻¹
- Relative energy (zero: lowest compared OMol25 entry of this formula, charge and spin): 46.4 kcal per mole

4.
Here is a gas-phase ion, C27H28F2NO (charge +1) in a non-equilibrium geometry from the OMol25 dataset. Energies are from ωB97M-V/def2-TZVPD.

Each line ends with the Mulliken charge.
Element x y z (Å)
F  1.466  -3.254  -4.176  -0.36
F  -3.350  -3.280  -2.231  -0.35
O  -3.076  4.027  2.698  -0.35
N  -1.306  1.983  1.797  0.38
C  3.596  2.252  -0.800  -0.81
C  4.381  1.915  0.302  -0.45
C  3.123  -1.816  -3.269  0.48
C  0.302  -0.759  -0.046  0.13
C  2.431  1.172  1.502  0.36
C  -1.130  -1.377  -0.070  -0.02
C  -3.043  2.793  3.413  -0.72
C  2.231  2.006  -0.752  -0.04
C  3.536  -1.148  -2.108  -0.97
C  -1.555  3.203  0.931  -0.23
C  -1.785  -1.584  1.161  -0.43
C  1.688  1.325  0.337  -0.32
C  2.660  -0.936  -1.052  -0.75
C  -4.651  -3.854  0.174  -1.46
C  1.284  -1.235  -1.149  -0.24
C  -1.711  2.090  3.233  -0.45
C  3.806  1.414  1.472  -0.87
C  -1.803  -1.778  -1.230  -0.86
C  1.831  -2.351  -3.209  0.11
C  -0.405  1.065  1.526  -1.99
C  -2.957  -2.323  1.245  -1.02
C  0.281  0.725  0.226  1.14
C  0.945  -2.131  -2.169  -0.85
C  -3.506  -2.920  0.099  0.74
C  4.028  -2.092  -4.405  -1.50
C  -2.898  -2.620  -1.113  0.25
C  -2.916  3.839  1.286  -0.75
H  -0.040  0.491  2.397  0.93
H  4.337  -3.145  -4.461  0.30
H  3.075  -0.499  -0.143  0.87
H  -1.545  2.917  -0.133  0.34
H  3.563  -1.836  -5.362  0.34
H  -0.249  1.235  -0.603  0.85
H  -1.441  -1.499  -2.218  1.07
H  -4.351  -4.898  0.024  0.30
H  -1.371  -1.141  2.076  0.34
H  4.932  -1.493  -4.291  0.38
H  4.030  2.734  -1.674  0.43
H  -2.962  4.863  0.879  0.37
H  1.961  0.823  2.423  0.26
H  -0.941  2.671  3.771  0.33
H  0.019  -2.701  -2.155  1.09
H  -1.752  1.077  3.640  0.42
H  -0.766  3.961  1.126  0.31
H  5.456  2.072  0.268  0.43
H  4.567  -0.780  -2.060  0.36
H  -3.870  2.123  3.106  0.34
H  1.590  2.257  -1.597  0.39
H  -5.100  -3.785  1.168  0.38
H  4.393  1.251  2.371  0.42
H  -3.729  3.210  0.872  0.35
H  -3.164  3.098  4.463  0.36
H  0.716  -1.255  0.850  0.60
H  -3.444  -2.482  2.214  0.32
H  -5.412  -3.621  -0.575  0.35

Properties
- Total charge: +1
- E_HOMO: -11.11 eV
- E_tot: -37418.3008 eV
- HOMO-LUMO gap: 7.03 eV
- F_max: 2.6 eV Å⁻¹
- Relative energy (zero: lowest compared OMol25 entry of this formula, charge and spin): 17.0 kcal per mole

5.
Here is C4H7N3S in the gas phase in a non-equilibrium geometry from the OMol25 dataset. Energies are from ωB97M-V/def2-TZVPD.

Each line ends with the Mulliken charge.
Element x y z (Å)
S  -0.875  -1.545  -0.399  0.09
N  -2.513  -1.140  -0.008  -0.46
N  0.771  0.679  -0.532  -0.54
N  1.723  -0.357  -0.757  -0.31
C  -0.368  0.169  -0.345  0.13
C  -1.507  1.078  -0.079  -0.04
C  -2.680  0.114  0.017  -0.13
C  2.317  -0.611  0.544  -0.81
H  -1.696  1.808  -0.865  0.26
H  2.475  0.051  -1.318  0.30
H  1.651  -1.197  1.190  0.25
H  -1.348  1.508  0.913  0.22
H  2.586  0.279  1.074  0.36
H  3.209  -1.260  0.375  0.32
H  -3.744  0.425  0.190  0.35

Properties
- Total charge: 0
- E_HOMO: -8.73 eV
- E_tot: -19565.0421 eV
- HOMO-LUMO gap: 9.64 eV
- F_max: 2.2 eV Å⁻¹
- Relative energy (zero: lowest compared OMol25 entry of this formula, charge and spin): 63.1 kcal per mole